C43H50F3N5W as an isolated structure, computed with ωB97M-V/def2-TZVPD.

As for the multiplicity: 3. The electronic energy comes out at -2309.1142 a.u.

Positions of all 102 atoms, in Å:
1 W -0.21530 -0.43674 -0.78485
2 C -5.29056 -0.93188 2.97231
3 C -5.25567 -1.66322 1.62544
4 C -3.87286 -1.78040 1.05531
5 C -3.09496 -2.95508 0.91257
6 C -3.44090 -4.33447 1.39142
7 C -3.52392 -4.42499 2.91962
8 C -1.93822 -2.57489 0.25205
9 C -0.79538 -3.27263 -0.43215
10 C 0.43594 -3.06209 0.39046
11 C 1.22312 -3.84088 1.25103
12 C 1.00672 -5.28627 1.58995
13 C 0.36176 -5.49559 2.96283
14 C 2.25325 -3.00693 1.69713
15 C 2.04296 -1.74372 1.10541
16 C 2.86299 -0.61596 1.08903
17 C 2.56080 0.55796 0.45169
18 N 1.32579 0.84491 -0.14313
19 C 1.44780 2.09457 -0.69477
20 C 0.40525 2.81961 -1.28219
21 C -0.93889 2.48552 -1.24129
22 N -1.42264 1.25449 -0.86247
23 C -2.78165 1.45029 -0.55921
24 C -3.55433 0.56174 0.11861
25 C -3.13890 -0.73207 0.49801
26 N -1.92168 -1.22845 0.06382
27 C -3.15165 2.79416 -0.94397
28 C -2.03241 3.42386 -1.38132
29 C -1.88680 4.83080 -1.87266
30 C -1.75746 4.90483 -3.39899
31 C -4.52025 3.37734 -0.78216
32 C -4.77721 3.89027 0.63955
33 C 2.77824 2.60438 -0.47589
34 C 3.44822 1.66877 0.25574
35 C 4.82903 1.76494 0.82476
36 C 4.82262 2.20319 2.29484
37 C 3.26234 3.94623 -0.93585
38 C 2.86998 5.08668 0.01254
39 N 0.91342 -1.80614 0.30967
40 C 3.35868 -3.34843 2.65128
41 C 3.14718 -2.74874 4.04764
42 H -6.30442 -0.89555 3.37723
43 H -4.92737 0.09184 2.86448
44 H -4.64759 -1.43151 3.69959
45 H -5.90088 -1.13700 0.91409
46 H -5.68440 -2.66118 1.74179
47 H -2.68466 -5.03571 1.02803
48 H -4.39401 -4.65875 0.96166
49 H -2.63626 -3.98500 3.37739
50 H -3.60830 -5.46165 3.25504
51 H -4.39070 -3.87858 3.29753
52 H -1.00159 -4.32948 -0.60548
53 H 1.96221 -5.81822 1.55463
54 H 0.37501 -5.74005 0.82217
55 H 0.99948 -5.09854 3.75606
56 H 0.18967 -6.55548 3.16531
57 H -0.59657 -4.97632 3.01612
58 H 3.82540 -0.68122 1.58801
59 H 0.64691 3.81908 -1.62207
60 H -4.57352 0.85340 0.35006
61 H -1.00755 5.29039 -1.41237
62 H -2.74488 5.42170 -1.54738
63 H -0.90189 4.31687 -3.74091
64 H -1.62040 5.93307 -3.73975
65 H -2.65163 4.50107 -3.87828
66 H -5.26769 2.62648 -1.04683
67 H -4.64444 4.19993 -1.48842
68 H -4.69717 3.08391 1.37069
69 H -5.77289 4.32905 0.72166
70 H -4.04337 4.65268 0.90959
71 H 5.41376 2.47426 0.23656
72 H 5.33387 0.79984 0.73798
73 H 4.35026 3.18055 2.40331
74 H 5.83795 2.26761 2.68909
75 H 4.26051 1.49595 2.90699
76 H 2.86448 4.15170 -1.93321
77 H 4.34883 3.92185 -1.04058
78 H 1.78932 5.11101 0.16500
79 H 3.18395 6.05528 -0.38228
80 H 3.33726 4.95060 0.98971
81 H 4.31716 -2.99982 2.25378
82 H 3.43762 -4.43530 2.73240
83 H 3.04703 -1.66353 3.98729
84 H 3.98160 -2.98231 4.71254
85 H 2.23082 -3.13605 4.49687
86 C -0.55361 -2.42001 -1.71622
87 H 0.30403 -2.82786 -2.26102
88 H -1.42187 -2.48780 -2.37508
89 F 5.06055 0.70429 -5.08825
90 C 3.82080 0.72964 -5.58957
91 F 3.76605 -0.17273 -6.57644
92 F 3.62327 1.93755 -6.13089
93 C 2.79201 0.42497 -4.53005
94 C 1.55399 1.02250 -4.56598
95 C 0.64097 0.72451 -3.56772
96 N 0.91348 -0.11770 -2.58143
97 C 2.09863 -0.74283 -2.58707
98 C 3.07194 -0.49224 -3.53026
99 H 1.29771 1.73607 -5.33659
100 H -0.33474 1.18834 -3.53946
101 H 2.26656 -1.44862 -1.78579
102 H 4.02486 -0.99993 -3.47503

Cartesian forces (eV/Å) of the 6 atoms listed first:
W -1.2530 -0.0834 0.4728
C -0.0042 -0.0355 -0.0268
C 0.0599 0.0169 0.0370
C -0.0879 0.0614 0.0134
C -0.0404 -0.0514 0.0547
C -0.0177 0.0305 0.0005

Löwdin population analysis, charges in e, atoms 1 to 6:
1. W 1.696
2. C -0.092
3. C -0.197
4. C -0.135
5. C -0.128
6. C -0.189

---

C43H50IrN6O2Te as an isolated structure, computed with ωB97M-V/def2-TZVPD.

Its energy above the lowest of the compared OMol25 structures with the same formula, charge and spin is 229.01 kJ/mol. The net charge is +2. As for the multiplicity: 6. The electronic energy comes out at -2519.2554 a.u.

Positions of all 103 atoms, in Å:
1 Ir -0.38940 -0.13242 -1.04924
2 C -2.53712 1.01992 -2.06860
3 C -1.66570 0.80770 -3.15615
4 C -1.51933 -0.61483 -3.33313
5 C -2.26976 -1.25510 -2.33296
6 C -2.92641 -0.23828 -1.56584
7 C -4.00969 -0.48746 -0.57638
8 C -2.66306 -2.69553 -2.28761
9 C -0.91763 -1.31694 -4.50667
10 C -1.13660 1.86972 -4.06511
11 C -3.10073 2.33134 -1.62592
12 H -4.04814 0.28450 0.19278
13 H -3.90953 -1.45922 -0.09103
14 H -4.97499 -0.48232 -1.09574
15 H -2.62481 -3.10818 -1.27742
16 H -2.04337 -3.31149 -2.93839
17 H -3.69853 -2.80025 -2.62845
18 H -1.71450 -1.73858 -5.12509
19 H -0.27865 -2.14799 -4.20051
20 H -0.33182 -0.65145 -5.13950
21 H -0.15025 2.23209 -3.75238
22 H -1.80984 2.72583 -4.09624
23 H -1.02784 1.49848 -5.08401
24 H -3.26530 2.35438 -0.54585
25 H -4.07100 2.50672 -2.09934
26 H -2.45537 3.16975 -1.89294
27 C 6.46788 -1.50187 1.56755
28 C 5.02707 -1.12691 1.43495
29 C 4.26148 -0.72767 2.56237
30 C 2.95313 -0.34344 2.43819
31 C 2.12442 0.02581 3.64954
32 O 2.08593 -0.76474 4.56212
33 C 1.39855 1.32831 3.67764
34 C 0.42684 1.53197 4.65482
35 C -0.20810 2.75955 4.75263
36 C 0.14369 3.79536 3.89078
37 C 1.11578 3.59594 2.92035
38 C 1.73610 2.35931 2.80937
39 C 2.30983 -0.39268 1.15480
40 O 1.11746 -0.07329 1.00436
41 C 3.08951 -0.84977 0.01925
42 C 4.39904 -1.17797 0.15206
43 C 2.26870 -0.83899 -1.20844
44 N 1.22565 -1.59374 -1.23846
45 C 1.13377 -2.74214 -0.28665
46 C 0.62931 -3.99385 -0.97641
47 Te 0.29537 -5.52157 0.47494
48 C -1.65531 -4.85634 0.85285
49 C -1.88287 -3.88582 1.83010
50 C -3.17158 -3.41906 2.07493
51 C -4.24155 -3.93500 1.35349
52 C -4.02339 -4.91868 0.39722
53 C -2.73464 -5.38015 0.14356
54 C 2.53611 0.16718 -2.25318
55 C 1.89826 0.05993 -3.49213
56 C 2.15484 0.97709 -4.49444
57 C 3.05925 2.01266 -4.27191
58 C 3.70018 2.12643 -3.04450
59 C 3.44076 1.20850 -2.03853
60 H 6.81301 -1.42700 2.59584
61 H 7.08942 -0.85518 0.94259
62 H 6.63023 -2.52542 1.21881
63 H 4.72115 -0.72345 3.54461
64 H 0.20615 0.72946 5.34764
65 H -0.95073 2.92553 5.52196
66 H -0.31946 4.76874 3.99897
67 H 1.40810 4.40936 2.26884
68 H 2.50718 2.21022 2.06015
69 H 4.97132 -1.50931 -0.71051
70 H 0.45489 -2.47269 0.52433
71 H 2.10092 -2.94300 0.16382
72 H 1.33060 -4.38762 -1.71311
73 H -0.32226 -3.80865 -1.47052
74 H -1.04648 -3.52912 2.42653
75 H -3.34939 -2.67601 2.84707
76 H -5.24727 -3.58692 1.55424
77 H -4.86045 -5.33844 -0.14688
78 H -2.57287 -6.14863 -0.60242
79 H 1.24238 -0.78136 -3.67113
80 H 1.67252 0.87599 -5.45959
81 H 3.27613 2.72109 -5.06161
82 H 4.40813 2.92698 -2.87195
83 H 3.93503 1.31897 -1.08086
84 C -0.05271 4.58671 0.13844
85 N -0.67086 3.67262 1.09108
86 C -1.47250 4.28815 2.15442
87 C -0.66003 2.35382 0.82467
88 N -0.32986 1.85664 -0.32874
89 N -0.95712 1.54962 1.91118
90 C -1.20691 0.18968 1.95320
91 N -1.32495 -0.29094 3.21596
92 N -1.37972 -0.51914 0.88993
93 H 0.18681 5.51364 0.65351
94 H -0.72142 4.82250 -0.69581
95 H 0.87671 4.16620 -0.24312
96 H -0.83164 4.76659 2.89669
97 H -2.11002 3.55609 2.64170
98 H -2.12420 5.04582 1.71986
99 H -0.18336 2.56657 -1.03044
100 H -0.76354 1.97952 2.79658
101 H -0.99006 0.23849 4.00395
102 H -1.34693 -1.28909 3.33958
103 H -1.57805 -1.49175 1.10904

Cartesian forces (eV/Å) of the 6 atoms listed first:
Ir -0.6499 0.1051 -0.7899
C -0.3015 0.1965 0.0801
C -0.0266 0.0236 -0.3778
C 0.4300 0.0385 -0.0131
C -0.2088 -0.1494 0.2143
C -0.3582 0.0088 0.1164

Löwdin population analysis, charges in e, atoms 1 to 6:
1. Ir 1.387
2. C -0.273
3. C -0.229
4. C -0.248
5. C -0.265
6. C -0.265

---

Which of these has the lowest electronic energy?
C43H50IrN6O2Te